C8H8AuN4OS3 | the ωB97M-V functional and the def2-TZVPD basis

Structure (XYZ):
```
25
Properties=species:S:1:pos:R:3
Au 0.495 -0.174 0.171
S 2.722 -2.194 1.333
S 0.606 1.214 2.145
S -0.955 1.181 4.566
O 3.049 -3.596 1.394
N -0.894 -1.208 -1.369
N -1.464 -0.744 1.232
N 1.556 -1.917 0.403
N -1.637 -0.299 2.469
C -2.119 -1.666 0.652
C -1.798 -1.986 -0.737
C -0.642 -1.412 -2.653
C -1.268 -2.414 -3.385
C -1.860 2.719 4.224
C -2.425 -3.035 -1.390
C -2.152 -3.256 -2.735
C -0.782 0.544 2.918
H -2.832 2.493 3.794
H -2.625 -4.076 -3.257
H -1.984 3.196 5.193
H -1.050 -2.535 -4.436
H -3.107 -3.677 -0.849
H 0.082 -0.756 -3.118
H -2.915 -2.207 1.162
H -1.280 3.366 3.573
```

**Energy relative to the best compared isomer or geometry (same formula, charge and spin)**: 135.8 kJ/mol
**Lowest unoccupied orbital energy (spin up / spin down)**: -6.98 / -6.98 eV
**Highest occupied orbital energy (spin up / spin down)**: -12.47 / -12.46 eV
**Orbital gap (spin up / spin down)**: 5.5 / 5.5 eV
**Total charge**: +1

C8H8Br2NO2S | the ωB97M-V functional and the def2-TZVPD basis

Structure (XYZ):
```
22
Properties=species:S:1:pos:R:3
Br -4.194 -0.403 0.049
Br -2.703 1.895 -1.716
S -1.937 -1.687 -1.649
O -1.732 -2.980 -0.968
O -1.027 -1.507 -2.854
N -2.140 2.068 1.969
C 2.127 0.878 0.687
C 2.299 -0.626 0.482
C -2.431 0.611 -0.132
C 0.586 1.025 0.724
C -2.186 1.363 1.041
C 1.131 -1.034 -0.454
C 0.092 -0.120 -0.113
C -1.193 -0.346 -0.393
H 1.508 -0.900 -1.473
H 0.090 1.972 0.517
H 2.211 -0.985 1.476
H 2.442 1.587 -0.073
H 3.354 -0.952 0.055
H 2.689 1.251 1.579
H 0.803 -2.135 -0.505
H 0.209 1.025 1.750
```

**Energy relative to the best compared isomer or geometry (same formula, charge and spin)**: 177.0 kJ/mol
**Lowest unoccupied orbital energy**: 2.52 eV
**Highest occupied orbital energy**: -3.82 eV
**Orbital gap**: 6.3 eV
**Total charge**: -1